[1]
Here is a cluster of 11 separate species, C89H193N11O11 in total from OMol25. Energies are from ωB97M-V with the def2-TZVPD basis set.

Charge ... 0
HOMO-LUMO gap ... 0.3234 hartree
Energy relative to the best compared isomer or geometry (same formula, charge and spin) ... 3.0142 eV
E_tot ... -134322.848 eV
Highest occupied orbital energy ... -8.25 eV
SMILES string ... CC1(C)CCCC(C)(C)N1O.CC1(C)CCCC(C)(C)N1O.CC1(C)CCCC(C)(C)N1O.CC1(C)CCCC(C)(C)N1O.CC1(C)CCCC(C)(C)N1O.CC1(C)CCCC(C)(C)N1O.CC1(C)CCCC(C)(C)N1O.CC1(C)CCCC(C)(C)N1O.CC1(C)CCCC(C)(C)N1O.COC[C@H](C)N.COC[C@H](C)N

```
304
Properties=species:S:1:pos:R:3:mulliken_charge:R:1
C 2.857 -3.350 -0.576 -1.28
C 2.330 -4.186 -1.745 2.27
C 3.395 -4.177 -2.807 -1.53
C 1.943 -5.571 -1.344 -0.26
C 1.264 -6.339 -2.488 -0.99
C -0.044 -5.529 -2.798 -1.61
C 0.233 -4.124 -3.204 1.57
C 0.741 -4.055 -4.631 -1.04
C -1.133 -3.429 -3.262 -0.36
N 1.091 -3.450 -2.127 0.52
O 1.421 -2.058 -2.426 2.16
H 3.457 -3.969 0.070 0.85
H 3.528 -2.528 -0.920 0.00
H 2.109 -2.935 0.036 -0.66
H 3.286 -4.894 -3.632 0.27
H 3.531 -3.145 -3.274 -0.21
H 4.339 -4.294 -2.266 0.54
H 2.836 -6.084 -0.979 0.65
H 1.239 -5.498 -0.564 -0.82
H 1.939 -6.460 -3.390 0.31
H 0.952 -7.315 -2.161 0.64
H -0.627 -5.560 -1.838 0.16
H -0.597 -5.874 -3.620 0.70
H -0.065 -3.936 -5.393 0.39
H 1.330 -4.935 -4.855 0.45
H 1.288 -3.090 -4.764 -0.37
H -1.901 -3.871 -3.967 0.82
H -1.088 -2.404 -3.701 -0.46
H -1.615 -3.339 -2.271 -0.95
H 1.093 -1.584 -1.679 -0.86
C 2.321 -2.069 7.558 -1.58
C 3.099 -0.858 6.898 1.84
C 2.360 0.480 7.122 -1.89
C 4.555 -0.788 7.557 -0.99
C 5.441 -1.908 7.111 -0.62
C 5.456 -2.123 5.598 -1.13
C 4.022 -2.121 4.909 0.94
C 4.279 -1.860 3.382 -1.12
C 3.357 -3.558 5.135 -1.06
N 3.274 -0.948 5.356 -0.22
O 1.977 -1.047 4.705 1.76
H 2.009 -1.712 8.641 0.38
H 1.502 -2.360 6.906 0.14
H 2.866 -2.940 7.767 0.40
H 1.379 0.615 6.724 0.02
H 2.340 0.687 8.207 0.50
H 2.922 1.315 6.677 0.27
H 5.107 0.184 7.330 0.29
H 4.499 -0.807 8.649 0.36
H 6.452 -1.677 7.413 0.45
H 5.183 -2.961 7.476 0.29
H 5.904 -3.118 5.304 0.26
H 6.143 -1.343 5.169 0.41
H 4.650 -2.788 2.846 0.44
H 5.044 -1.116 3.153 0.49
H 3.337 -1.607 2.862 -0.54
H 3.568 -3.954 6.161 0.26
H 3.806 -4.199 4.449 1.10
H 2.227 -3.391 5.057 -0.65
H 1.836 -0.192 4.239 -0.67
C -3.928 -2.480 -0.786 -0.87
C -5.413 -2.127 -1.103 2.12
C -5.401 -1.184 -2.336 -1.74
C -6.237 -3.338 -1.401 -1.35
C -6.606 -4.095 -0.163 -0.58
C -7.284 -3.190 0.891 -1.43
C -6.399 -2.050 1.348 2.01
C -7.171 -1.049 2.206 -1.83
C -5.221 -2.584 2.214 -0.83
N -6.110 -1.333 0.023 -0.11
O -5.326 -0.178 0.340 -0.16
H -3.403 -2.678 -1.763 0.10
H -3.516 -1.595 -0.238 -0.51
H -3.753 -3.299 -0.109 0.65
H -4.681 -0.357 -2.082 -0.14
H -5.175 -1.775 -3.242 0.41
H -6.439 -0.871 -2.474 0.62
H -7.139 -2.981 -1.962 0.36
H -5.611 -3.853 -2.094 0.44
H -7.249 -4.963 -0.287 0.43
H -5.655 -4.475 0.197 0.17
H -7.412 -3.751 1.838 0.42
H -8.248 -2.872 0.503 0.33
H -6.492 -0.332 2.693 0.12
H -7.703 -1.497 3.016 0.56
H -7.850 -0.547 1.479 0.41
H -5.033 -3.676 2.159 0.33
H -5.595 -2.471 3.245 0.56
H -4.275 -1.989 2.033 -0.66
H -5.916 0.572 0.274 0.31
C 3.274 0.205 -4.080 -0.22
C 3.991 0.760 -5.318 1.48
C 5.260 1.564 -4.815 -1.01
C 4.444 -0.411 -6.272 -0.90
C 4.680 0.021 -7.753 -1.00
C 3.467 0.736 -8.337 -0.80
C 3.136 1.998 -7.467 1.01
C 4.258 3.104 -7.654 -1.67
C 1.797 2.526 -7.934 -1.41
N 2.899 1.530 -6.039 -0.40
O 2.570 2.668 -5.262 2.00
H 2.538 -0.457 -4.346 -0.87
H 3.986 -0.381 -3.456 0.59
H 2.885 1.063 -3.610 -0.72
H 4.809 2.290 -4.082 -0.21
H 5.805 0.822 -4.213 0.59
H 5.914 2.069 -5.598 0.18
H 5.402 -0.790 -5.809 0.46
H 3.612 -1.116 -6.176 0.23
H 5.375 0.857 -7.650 0.34
H 5.073 -0.749 -8.393 0.47
H 2.547 0.087 -8.480 0.26
H 3.736 1.185 -9.298 0.46
H 3.919 4.019 -7.162 0.16
H 4.231 3.400 -8.677 0.53
H 5.221 2.875 -7.232 0.30
H 1.775 2.691 -8.997 0.49
H 1.542 3.529 -7.567 0.09
H 1.063 1.750 -7.688 0.18
H 3.344 3.261 -5.334 -0.32
C 1.217 6.483 -4.616 -1.16
C 2.478 7.059 -3.905 2.01
C 3.243 7.895 -4.967 -2.16
C 2.125 7.886 -2.639 -1.72
C 1.803 7.121 -1.366 0.75
C 2.949 6.133 -1.031 -2.01
C 3.294 5.116 -2.180 2.62
C 4.643 4.474 -1.939 -1.64
C 2.186 4.081 -2.339 0.71
N 3.485 6.046 -3.435 -0.38
O 3.829 5.183 -4.512 -0.13
H 1.458 6.027 -5.581 0.19
H 0.915 5.588 -4.001 -0.04
H 0.378 7.236 -4.738 0.33
H 4.161 8.288 -4.589 0.51
H 3.341 7.350 -5.873 0.31
H 2.723 8.800 -5.229 0.46
H 3.063 8.435 -2.392 0.31
H 1.437 8.662 -3.025 0.48
H 1.546 7.823 -0.580 0.66
H 0.840 6.560 -1.605 -0.77
H 2.776 5.545 -0.149 0.30
H 3.825 6.785 -1.036 0.63
H 4.610 3.883 -0.989 -0.06
H 5.376 5.255 -1.724 0.54
H 5.077 3.950 -2.748 0.37
H 2.240 3.410 -1.475 -0.54
H 2.135 3.603 -3.276 -0.22
H 1.175 4.501 -2.196 -0.49
H 4.748 5.341 -4.717 0.25
C -2.394 0.541 -4.431 -0.41
C -1.365 0.543 -5.591 1.86
C -0.067 -0.141 -5.074 -0.64
C -1.809 -0.269 -6.852 -1.18
C -2.812 0.465 -7.746 -0.91
C -2.355 1.914 -8.038 -1.44
C -1.966 2.686 -6.787 1.89
C -1.239 3.976 -7.253 -2.06
C -3.193 3.077 -5.956 -1.77
N -0.948 1.869 -6.091 0.52
O -0.450 2.674 -5.021 0.61
H -3.374 0.415 -4.844 0.53
H -2.104 -0.367 -3.895 -0.65
H -2.211 1.434 -3.833 -0.36
H 0.786 0.040 -5.718 -0.33
H 0.263 0.193 -4.052 -0.40
H -0.245 -1.199 -5.025 0.53
H -0.840 -0.527 -7.484 0.24
H -2.158 -1.214 -6.386 0.40
H -2.990 0.015 -8.716 0.47
H -3.808 0.356 -7.265 0.35
H -3.069 2.526 -8.543 0.49
H -1.492 1.789 -8.738 0.24
H -0.883 4.648 -6.439 0.15
H -1.837 4.542 -7.953 0.58
H -0.353 3.774 -7.863 0.40
H -2.803 3.312 -5.008 0.25
H -3.937 2.328 -5.821 0.31
H -3.814 3.957 -6.254 0.39
H 0.488 2.680 -5.210 -0.57
C -3.582 2.133 -0.924 -1.75
C -3.376 3.452 -0.140 1.92
C -4.132 4.593 -0.801 -1.81
C -3.871 3.189 1.289 -0.37
C -3.484 4.233 2.261 -1.32
C -1.920 4.323 2.236 -0.93
C -1.334 4.693 0.844 1.86
C -1.671 6.084 0.396 -1.70
C 0.180 4.416 0.914 -0.27
N -1.872 3.580 -0.024 1.11
O -1.351 3.755 -1.350 -0.14
H -2.958 1.380 -0.462 -0.29
H -4.606 1.715 -0.837 0.23
H -3.319 2.186 -1.959 0.80
H -4.384 5.446 -0.115 0.30
H -3.579 4.981 -1.717 0.12
H -5.047 4.123 -1.124 0.61
H -4.949 3.192 1.220 0.78
H -3.454 2.200 1.592 -0.88
H -3.835 5.226 2.065 0.62
H -3.788 3.827 3.240 0.59
H -1.433 3.385 2.493 -0.26
H -1.466 5.026 2.926 0.67
H -1.364 6.285 -0.649 0.12
H -0.940 6.702 0.883 0.59
H -2.701 6.432 0.431 0.27
H 0.741 4.755 -0.025 -0.69
H 0.269 3.315 1.114 -1.27
H 0.578 4.823 1.854 1.21
H -0.657 3.094 -1.487 -0.43
C -2.291 -0.930 8.223 -1.67
C -3.493 0.042 7.972 1.76
C -4.656 -0.414 8.870 -2.04
C -3.048 1.433 8.473 -1.28
C -2.179 2.232 7.470 -0.13
C -2.821 2.270 6.082 -0.86
C -3.120 0.797 5.534 2.66
C -3.959 0.943 4.262 -1.47
C -1.798 0.009 5.240 -0.40
N -4.014 0.211 6.581 -0.03
O -4.391 -1.106 6.114 -0.44
H -1.505 -0.312 7.991 0.38
H -2.131 -1.342 9.205 0.35
H -2.245 -1.718 7.509 0.30
H -4.358 -0.321 9.938 0.41
H -5.553 0.114 8.813 0.49
H -4.836 -1.461 8.660 0.42
H -3.936 2.081 8.702 0.36
H -2.479 1.290 9.432 0.39
H -1.946 3.263 7.859 0.44
H -1.205 1.758 7.404 -0.25
H -2.012 2.653 5.398 -0.05
H -3.796 2.818 6.125 0.49
H -4.899 1.373 4.605 0.95
H -4.120 -0.019 3.780 0.11
H -3.552 1.627 3.501 -1.14
H -1.208 0.433 4.445 0.14
H -2.053 -1.015 5.063 0.28
H -1.156 0.020 6.131 -0.62
H -5.328 -0.942 5.947 0.35
C 1.778 -5.251 2.475 0.57
C 1.043 -6.504 2.759 2.51
C 1.328 -7.561 1.711 -2.06
C 1.422 -7.191 4.087 -1.74
C 0.991 -6.402 5.302 0.62
C -0.536 -6.335 5.296 -1.48
C -1.055 -5.715 3.985 2.47
C -2.560 -6.218 3.859 -2.11
C -0.874 -4.223 4.011 -0.31
N -0.403 -6.407 2.868 0.06
O -0.854 -5.877 1.627 -0.44
H 2.848 -5.343 2.613 0.47
H 1.703 -5.087 1.405 -0.89
H 1.356 -4.465 3.123 -0.64
H 0.862 -8.521 1.982 0.45
H 1.104 -7.303 0.654 0.09
H 2.364 -7.791 1.607 0.46
H 0.916 -8.198 4.188 0.27
H 2.475 -7.407 4.088 0.58
H 1.259 -6.874 6.290 0.37
H 1.479 -5.448 5.236 -0.57
H -0.829 -5.744 6.168 0.41
H -0.862 -7.349 5.344 0.39
H -3.214 -5.729 4.609 0.38
H -2.619 -7.279 4.012 0.49
H -2.958 -6.092 2.861 0.35
H -1.649 -3.626 4.573 0.54
H -0.818 -3.772 3.038 -0.66
H 0.063 -4.034 4.534 -0.60
H -0.471 -4.974 1.651 -0.04
C 4.094 0.714 -0.257 -0.89
O 3.681 1.705 0.650 -0.46
C 2.735 1.324 1.574 2.01
C 2.505 2.349 2.647 0.42
C 3.819 2.578 3.446 -1.50
N 1.384 1.862 3.481 0.03
H 4.669 1.203 -0.998 0.50
H 3.221 0.286 -0.694 0.10
H 4.736 -0.036 0.296 0.25
H 1.787 1.151 1.079 -1.04
H 3.034 0.385 2.076 -0.17
H 2.190 3.264 2.140 -0.29
H 4.638 2.567 2.727 0.36
H 3.930 1.898 4.221 0.10
H 3.870 3.586 3.914 0.40
H 1.317 2.552 4.244 0.37
H 0.536 2.044 2.879 -0.64
C 0.310 0.877 -1.372 0.62
O 0.283 -0.289 -0.584 1.45
C -0.984 -0.388 0.144 -0.73
C -0.863 -1.645 1.076 -0.35
C 0.357 -1.335 1.999 1.01
N -0.617 -2.834 0.314 1.41
H 0.975 0.715 -2.235 -0.73
H 0.635 1.747 -0.836 -0.31
H -0.709 1.031 -1.831 -0.04
H -1.104 0.473 0.771 0.10
H -1.714 -0.590 -0.660 0.58
H -1.873 -1.689 1.525 0.12
H 1.333 -1.479 1.408 -1.75
H 0.348 -1.989 2.853 0.19
H 0.408 -0.326 2.322 -0.01
H -1.445 -3.172 -0.195 0.00
H 0.160 -2.643 -0.323 -1.76
```

=====

[2]
Here is a cluster of 2 separate species, C3H4NOS in total from OMol25. Energies are from ωB97M-V with the def2-TZVPD basis set.

Charge ... -1
HOMO-LUMO gap ... 0.2276 hartree
Energy relative to the best compared isomer or geometry (same formula, charge and spin) ... 2.3222 eV
E_tot ... -17547.207 eV
Highest occupied orbital energy ... -2.45 eV

```
10
Properties=species:S:1:pos:R:3:mulliken_charge:R:1
C -0.128 -0.032 0.569 -0.18
C 1.494 -1.067 1.775 0.44
C -0.972 0.545 -1.470 -0.81
N -0.304 -0.356 -0.619 -0.46
O 1.109 -1.909 2.524 -0.50
S 2.758 -0.289 1.326 -0.51
H -0.503 0.892 1.030 0.18
H -1.337 -0.119 -2.249 0.26
H -0.340 1.314 -1.966 0.21
H -1.777 1.022 -0.922 0.38
```

=====

[3]
Here is a cluster of 6 separate species, C25H34BrNO23P2S6 in total from OMol25. Energies are from ωB97M-V with the def2-TZVPD basis set.

Charge ... 0
HOMO-LUMO gap ... 0.2997 hartree
E_tot ... -228685.689 eV
Highest occupied orbital energy ... -8.28 eV
SMILES string ... C=Cc1ccc(C)c2c1Nc1c(ccc(PP(=O)(O)O)c1Br)S2.O=S1(=O)OCCO1.O=S1(=O)OCCO1.O=S1(=O)OCCO1.O=S1(=O)OCCO1.O=S1(=O)OCCO1

```
92
Properties=species:S:1:pos:R:3:mulliken_charge:R:1
C -5.036 -1.464 -3.293 -0.86
C -4.080 -1.420 -4.236 -0.39
C -3.077 -0.325 -4.472 0.83
C -2.199 -0.501 -5.593 -0.98
C -1.214 0.444 -5.946 -0.68
C -1.039 1.638 -5.190 0.55
C 0.035 2.693 -5.486 -0.93
C -1.900 1.822 -4.080 0.49
C -2.903 0.867 -3.711 -0.44
N -3.763 1.127 -2.562 0.07
C -3.016 1.435 -1.368 -0.49
C -2.028 2.475 -1.383 0.64
C -1.274 2.865 -0.256 -0.76
C -1.480 2.173 0.960 -0.26
C -2.423 1.122 0.990 0.28
P -2.614 0.203 2.608 -0.14
P -0.667 -0.778 2.798 0.81
O -0.681 -1.909 3.731 -0.58
O -0.085 -1.262 1.322 -0.50
O 0.365 0.427 3.263 -0.36
C -3.216 0.740 -0.133 -0.18
Br -4.544 -0.658 -0.083 -0.14
S -1.798 3.269 -2.989 -0.32
H -5.444 -0.584 -2.779 0.42
H -5.449 -2.453 -3.016 0.22
H -4.052 -2.282 -4.953 0.17
H -2.281 -1.400 -6.229 0.40
H -0.545 0.300 -6.808 0.49
H 0.282 3.262 -4.561 0.43
H -0.303 3.445 -6.224 0.28
H 1.002 2.199 -5.781 -0.09
H -4.291 1.973 -2.814 0.36
H -0.559 3.692 -0.389 0.39
H -0.864 2.471 1.826 0.63
H -3.579 -0.825 2.472 0.01
H -0.166 -0.485 0.734 0.35
H 0.891 0.687 2.486 0.34
O 4.639 3.142 6.407 -0.54
S 4.339 1.794 6.737 1.16
O 4.928 1.136 7.848 -0.58
O 4.573 0.897 5.418 -0.38
C 3.362 0.213 5.083 -0.04
C 2.252 1.101 5.597 -0.48
O 2.737 1.628 6.839 -0.19
H 3.358 -0.754 5.591 0.09
H 3.301 0.054 4.007 0.37
H 1.325 0.554 5.748 0.33
H 2.072 1.943 4.922 0.29
O 2.710 4.925 7.759 -0.58
S 2.424 4.006 8.799 1.19
O 2.077 2.652 8.550 -0.48
O 1.297 4.670 9.754 -0.30
C 1.791 4.761 11.091 -0.39
C 3.294 4.896 10.947 -0.33
O 3.636 4.035 9.860 -0.26
H 1.524 3.842 11.617 0.28
H 1.347 5.613 11.602 0.31
H 3.826 4.603 11.849 0.31
H 3.576 5.916 10.674 0.29
O -3.552 -3.816 -7.296 -0.48
S -4.645 -4.722 -7.245 1.08
O -4.486 -6.096 -6.940 -0.56
O -5.472 -4.588 -8.620 -0.31
C -6.827 -4.225 -8.339 -0.34
C -6.762 -3.440 -7.044 -0.30
O -5.766 -4.109 -6.264 -0.29
H -7.408 -5.142 -8.218 0.29
H -7.242 -3.639 -9.156 0.30
H -7.714 -3.423 -6.518 0.33
H -6.425 -2.415 -7.218 0.27
O 1.543 0.959 -7.786 -0.52
S 2.640 0.229 -7.257 1.22
O 2.475 -0.899 -6.417 -0.60
O 3.634 1.270 -6.535 -0.32
C 4.932 1.193 -7.131 -0.31
C 4.682 0.760 -8.562 -0.37
O 3.610 -0.183 -8.474 -0.32
H 5.514 0.446 -6.587 0.30
H 5.436 2.156 -7.072 0.31
H 5.558 0.304 -9.018 0.32
H 4.347 1.598 -9.177 0.28
O 4.214 -2.402 6.146 -0.53
S 3.876 -3.741 6.480 1.08
O 4.432 -4.412 7.597 -0.56
O 4.082 -4.651 5.167 -0.34
C 2.850 -5.296 4.825 -0.34
C 1.766 -4.363 5.326 -0.16
O 2.273 -3.852 6.565 -0.32
H 2.816 -6.259 5.341 0.29
H 2.791 -5.459 3.752 0.32
H 0.817 -4.870 5.478 0.30
H 1.621 -3.520 4.645 0.16
```

=====

[4]
Here is a structure of composition C15H23BaIN2Si from OMol25. Energies are from ωB97M-V with the def2-TZVPD basis set.

Charge ... 0
HOMO-LUMO gap (alpha / beta) ... 0.1463 / 0.1463 hartree
E_tot ... -35572.254 eV
Highest occupied orbital energy (alpha / beta) ... -5.18 / -5.18 eV

```
43
Properties=species:S:1:pos:R:3:mulliken_charge:R:1
C 0.356 -2.768 1.833 -1.79
C -1.059 -0.287 3.143 -1.86
H -0.484 -3.407 1.694 0.57
H 0.568 -2.378 2.763 0.63
H 1.125 -2.766 1.090 0.53
H -1.756 0.462 2.871 0.60
H -1.450 -1.214 3.434 0.64
H -0.066 -0.028 3.347 0.54
C -0.034 -2.652 -1.631 -0.41
C -0.073 -2.985 -2.971 -0.62
C -0.634 -2.104 -3.884 -0.63
C -1.155 -0.895 -3.429 -0.11
H 0.363 -3.284 -0.855 0.44
H 0.338 -3.945 -3.275 0.38
H -0.681 -2.349 -4.944 0.43
H -1.615 -0.190 -4.125 0.33
N -0.496 -1.524 -1.398 -0.40
C -1.118 -0.554 -2.098 0.47
C -1.651 0.650 -1.549 0.39
N -1.686 0.952 -0.236 -0.32
C -2.114 1.899 0.459 -0.31
C -2.724 2.808 -1.670 -0.62
C -2.675 2.911 -0.290 -0.74
H -2.041 1.896 1.532 0.33
H -3.069 3.780 0.238 0.39
C -2.205 1.667 -2.282 -0.18
H -2.227 1.562 -3.370 0.34
H -3.162 3.598 -2.280 0.43
Ba -0.635 -0.809 0.811 1.73
I -3.336 -2.206 0.817 -0.63
C 3.365 -0.056 2.565 -1.10
Si 2.285 0.506 1.122 0.18
C 1.573 2.193 1.630 -0.96
C 3.165 1.036 -0.456 -1.15
H 2.741 -0.103 3.472 0.25
H 4.176 0.667 2.713 0.32
H 3.769 -1.042 2.346 0.28
H 2.418 2.884 1.771 0.39
H 0.930 2.548 0.820 0.17
H 1.019 2.073 2.541 0.29
H 3.953 1.755 -0.201 0.31
H 3.577 0.169 -0.944 0.27
H 2.424 1.529 -1.121 0.20
```